ORCA calculation (the ωB97M-V functional and the def2-TZVPD basis) on a 13-piece molecular cluster, C47H126N6O14 overall in a non-equilibrium geometry.

```
193
Properties=species:S:1:pos:R:3:lowdin_charge:R:1
C 4.121 -6.091 -2.422 -0.052
H 0.874 4.338 -1.429 0.064
N 1.081 -0.515 3.725 0.048
C -0.784 1.402 -6.547 -0.208
C -2.422 1.763 -8.441 -0.068
H -3.201 2.101 -7.754 0.080
H -3.443 -5.770 3.979 0.084
H -1.540 4.928 -1.957 0.135
C 1.672 1.421 0.366 -0.200
H -2.318 1.522 1.826 0.054
H -0.207 1.332 -4.050 0.074
C -1.410 -6.875 -1.604 -0.109
C -1.210 3.892 -2.122 -0.472
H 1.699 5.430 0.720 0.105
C 3.377 1.775 5.526 -0.206
C 0.717 0.297 -0.062 -0.185
H 1.459 0.335 3.309 0.029
C -4.521 -6.145 -3.354 -0.441
C -4.292 -0.501 -1.084 -0.394
C 1.780 7.607 1.142 -0.038
O 1.777 5.737 2.719 -0.093
H -1.807 -4.079 1.949 0.063
H -2.698 -0.159 -2.388 0.036
H -4.975 -5.341 -1.389 0.060
H -0.304 0.634 0.150 0.098
H 1.974 3.926 5.040 0.069
H 3.284 -0.131 -1.743 0.052
H -0.743 -1.924 0.885 0.101
H -3.241 7.885 2.109 0.084
H 1.144 -0.793 1.517 0.074
H 4.606 -1.436 5.792 0.079
H 2.604 -1.977 -0.216 0.044
H -4.536 -2.244 -2.375 0.082
H -2.866 -4.237 0.490 0.061
H 1.036 -4.802 -3.316 0.063
H -0.932 -6.370 -0.767 0.080
H 2.435 8.275 1.708 0.082
C -1.535 0.774 -7.722 -0.452
N 1.112 -0.968 0.514 -0.038
C -0.098 -2.549 -1.057 -0.188
C 3.588 0.430 6.211 -0.397
C 3.679 5.960 1.471 -0.057
H -0.741 0.425 5.894 0.127
H -0.934 -2.138 3.269 0.051
H 3.986 -0.644 4.314 0.067
H 0.722 2.856 3.189 0.079
C 2.596 3.966 5.939 -0.099
H -2.877 -0.103 -6.523 0.077
O 3.327 -2.587 -0.467 -0.100
H -2.144 8.740 3.016 0.082
H 5.551 2.299 -2.049 0.088
H -1.410 -1.215 -3.781 0.079
N -2.290 -0.406 -7.304 0.042
H -2.833 1.466 -9.403 0.076
H -2.228 -1.195 3.947 0.080
C -1.693 2.903 -1.081 -0.043
H -0.688 -3.468 -1.123 0.121
H 0.886 0.253 -1.143 0.113
H 5.381 0.010 5.174 0.080
H -2.846 3.293 4.874 0.086
H -0.973 -1.933 5.031 0.082
N -5.274 -6.694 -4.487 0.026
O 1.682 1.705 1.747 -0.189
H -1.466 1.987 -5.911 0.122
H -2.983 -4.055 4.263 0.068
H -3.260 -2.416 -1.085 0.057
H 2.440 -5.349 -4.377 0.084
O -1.821 1.567 4.527 -0.200
H 4.125 5.906 0.474 0.078
H 5.978 -2.619 -0.903 0.085
H 2.778 1.915 -3.197 0.105
C 3.849 0.088 -2.654 -0.051
C -3.701 -0.169 0.286 -0.199
H 1.628 0.474 6.719 0.075
H 0.796 3.565 1.604 0.068
H -2.433 -5.616 1.396 0.081
H 2.342 -0.859 7.135 0.092
H 0.786 7.825 1.532 0.054
H -1.309 4.560 1.842 0.061
H -5.924 -5.969 -4.774 0.069
H -3.885 -7.958 -2.633 0.131
H -4.771 -6.092 2.009 0.090
H 1.563 -0.555 4.644 0.027
H 6.383 -3.229 0.744 0.083
H 4.557 -6.377 -1.466 0.072
C -1.922 2.819 5.202 -0.085
H 4.131 6.673 2.160 0.082
H -0.740 0.425 -8.390 0.139
H 5.297 -4.141 -0.254 0.068
C -3.952 -4.385 2.365 -0.501
H -1.290 1.904 -1.242 0.072
H 3.922 5.007 1.947 0.075
H 2.707 1.210 0.086 0.092
H 1.902 7.894 0.098 0.082
C -1.493 5.605 1.602 -0.046
H 1.255 1.604 -4.912 0.083
C -3.405 1.647 1.772 -0.124
O -2.739 -6.454 -1.800 -0.198
C 2.114 -4.919 -3.427 -0.062
H -1.378 -7.960 -1.451 0.092
C -5.492 -5.837 -2.214 -0.064
H -1.927 -2.658 -3.050 0.085
H -4.147 -5.152 -3.637 0.127
H 4.859 -0.242 -2.400 0.087
H -3.513 2.725 1.928 0.084
H -6.020 -6.686 -1.777 0.082
C -3.358 -7.038 -2.921 -0.204
H -4.816 -2.536 -0.597 0.077
O 2.319 -5.175 -1.030 -0.078
H -4.699 -4.595 4.302 0.082
O -5.013 -5.172 1.848 -0.049
H -3.943 -0.896 1.075 0.122
H -0.316 2.231 1.853 0.062
H -1.663 -1.048 -6.827 0.061
H -0.835 7.081 4.403 0.110
H 1.476 2.321 -0.230 0.103
H 0.991 -0.017 -4.155 0.083
H -1.655 8.152 1.356 0.077
H 2.585 -3.931 -3.435 0.078
C 2.613 -5.775 -2.283 -0.496
H -1.400 3.170 -0.063 0.060
C -2.688 -4.557 1.518 -0.048
H -0.197 -2.477 -3.529 0.089
O -0.773 -1.530 -1.784 -0.214
C -3.723 -4.725 3.828 -0.052
H 0.224 1.580 4.997 0.098
H -1.394 3.927 -4.091 0.084
H 0.857 -2.758 -1.555 0.103
O -4.037 1.157 0.625 -0.169
O -1.796 3.478 -3.341 -0.053
N -3.592 0.245 -2.141 0.067
C -1.172 -1.444 4.078 -0.054
H 4.314 3.504 -2.331 0.077
H 4.137 2.356 -0.998 0.061
H 4.035 0.549 7.201 0.141
H -1.071 3.446 4.917 0.077
C -0.631 0.898 4.909 -0.207
C 4.472 2.463 -2.030 -0.047
C 3.798 1.534 -3.048 -0.491
H -1.796 2.625 -8.702 0.077
H -2.783 2.925 -1.092 0.084
H -4.728 -6.852 -5.328 0.067
H 2.789 1.622 4.617 0.115
H -6.239 -5.089 -2.493 0.076
H -0.611 0.207 2.860 0.108
H 0.633 4.458 -3.148 0.083
H 2.785 -4.316 -0.982 0.041
H -2.690 6.122 3.289 0.135
H -0.704 5.993 0.953 0.076
H 3.531 4.458 5.652 0.090
H -5.324 -0.173 -1.221 0.136
H 2.052 -6.712 -2.230 0.128
H 3.932 -3.017 1.418 0.141
H 4.603 -5.197 -2.821 0.076
O 4.544 1.651 -4.254 -0.048
H 4.267 -6.941 -3.090 0.073
H 3.471 -0.623 -3.390 0.083
N 2.261 -0.233 6.334 0.023
O -0.661 6.552 3.619 -0.066
H 0.031 2.073 -6.847 0.127
H -3.859 1.211 2.669 0.091
H 0.898 6.075 2.980 0.034
C 5.607 -3.118 -0.011 -0.044
H -2.353 5.605 0.922 0.094
H -2.637 -7.254 -3.714 0.124
H 4.737 2.587 -4.380 0.084
O -0.153 0.354 -5.828 -0.204
C -2.159 7.924 2.293 -0.050
H -4.267 -3.345 2.248 0.127
C -1.807 6.516 2.773 -0.458
C 0.670 2.613 2.130 -0.090
C -0.353 -0.180 3.850 -0.409
C 4.410 -0.482 5.303 -0.059
H 4.865 -0.463 0.060 0.064
H 5.487 -0.985 1.596 0.079
H 3.743 -0.561 1.404 0.055
C 4.338 -2.504 0.540 -0.460
C -1.062 -1.978 -3.081 -0.120
C 2.170 6.146 1.408 -0.483
O 2.740 2.651 6.436 -0.188
H 0.668 2.880 -2.410 0.056
H 4.370 2.170 5.287 0.132
H -3.401 1.194 -1.855 0.029
H 0.713 -2.969 0.852 0.128
C 0.313 3.904 -2.259 -0.050
C 0.216 -2.116 0.389 -0.164
H -0.777 -6.669 -2.477 0.078
C 4.609 -1.043 0.952 -0.046
H -2.612 -0.289 0.177 0.110
H -1.937 2.648 6.282 0.091
C 0.530 0.815 -4.676 -0.102
H 2.143 4.629 6.673 0.088
C -4.238 -2.003 -1.359 -0.058
```

The HOMO-LUMO gap comes out at 0.3271 Eh. The relative energy (zero: lowest compared OMol25 entry of this formula, charge and spin) is 0.1822 eV. The largest force on an atom comes out at 1.8 eV Å⁻¹. The LUMO energy comes out at 0.224 eV. The energy is -88384.216 eV.

ORCA calculation (the ωB97M-V functional and the def2-TZVPD basis) on C13H26AlFNOSn as an isolated structure in a non-equilibrium geometry.

```
44
Properties=species:S:1:pos:R:3:lowdin_charge:R:1
C 0.543 1.999 1.729 -0.272
H -0.016 3.631 0.535 0.062
H -1.605 -1.014 -1.200 0.108
H -0.628 1.980 3.508 0.071
H -1.991 0.696 -0.780 0.091
C 0.698 2.832 0.695 -0.008
C 3.133 -0.123 -1.334 -0.219
C -0.097 -1.486 1.775 -0.193
H -0.566 -2.467 1.663 0.061
F -2.179 -0.478 3.867 -0.332
H 2.961 0.765 -0.714 0.112
H 1.543 2.743 0.027 0.045
H 1.401 1.465 2.127 0.093
H -3.623 -2.644 -0.684 0.106
H -4.977 -1.577 -0.409 0.115
Al -1.355 -0.099 2.274 0.136
C -3.162 -0.768 0.244 -0.430
O 2.134 -0.212 -2.339 -0.161
H -0.194 0.682 -3.461 0.074
H 2.149 0.835 -4.094 0.120
C -2.388 -0.301 -0.939 -0.002
C -4.047 -1.948 0.035 -0.011
N -3.069 -0.124 1.361 -0.127
H -3.074 -0.259 -1.789 0.113
C 1.898 0.998 -3.045 -0.265
H -1.517 2.431 2.025 0.063
H 0.502 -0.220 0.064 0.070
H 4.111 -0.016 -1.814 0.126
H -4.302 -2.436 0.972 0.074
H 0.259 2.382 -3.321 0.080
H 0.562 -1.605 2.644 0.068
C 2.283 -1.205 0.804 -0.210
H 2.518 1.798 -2.636 0.114
H 0.163 1.393 -1.865 0.041
H 2.621 -0.290 1.294 0.103
C 0.781 -1.164 0.538 -0.275
C -0.749 1.769 2.437 -0.215
H 2.491 -2.030 1.489 0.114
H 0.583 -1.925 -0.221 0.107
C 0.437 1.385 -2.920 -0.074
Sn -4.141 -0.210 3.217 1.459
H 4.124 -1.603 -0.200 0.114
C 3.093 -1.383 -0.478 -0.165
H 2.692 -2.194 -1.083 0.119
```

The HOMO-LUMO gap comes out at 0.1915 Eh. The largest force on an atom comes out at 2.2 eV Å⁻¹. The LUMO energy comes out at -5.861 eV. The energy is -32580.768 eV. Its net charge is +1.

Copy entry 2 word for word.
ORCA calculation (the ωB97M-V functional and the def2-TZVPD basis) on C13H26AlFNOSn as an isolated structure in a non-equilibrium geometry.

```
44
Properties=species:S:1:pos:R:3:lowdin_charge:R:1
C 0.543 1.999 1.729 -0.272
H -0.016 3.631 0.535 0.062
H -1.605 -1.014 -1.200 0.108
H -0.628 1.980 3.508 0.071
H -1.991 0.696 -0.780 0.091
C 0.698 2.832 0.695 -0.008
C 3.133 -0.123 -1.334 -0.219
C -0.097 -1.486 1.775 -0.193
H -0.566 -2.467 1.663 0.061
F -2.179 -0.478 3.867 -0.332
H 2.961 0.765 -0.714 0.112
H 1.543 2.743 0.027 0.045
H 1.401 1.465 2.127 0.093
H -3.623 -2.644 -0.684 0.106
H -4.977 -1.577 -0.409 0.115
Al -1.355 -0.099 2.274 0.136
C -3.162 -0.768 0.244 -0.430
O 2.134 -0.212 -2.339 -0.161
H -0.194 0.682 -3.461 0.074
H 2.149 0.835 -4.094 0.120
C -2.388 -0.301 -0.939 -0.002
C -4.047 -1.948 0.035 -0.011
N -3.069 -0.124 1.361 -0.127
H -3.074 -0.259 -1.789 0.113
C 1.898 0.998 -3.045 -0.265
H -1.517 2.431 2.025 0.063
H 0.502 -0.220 0.064 0.070
H 4.111 -0.016 -1.814 0.126
H -4.302 -2.436 0.972 0.074
H 0.259 2.382 -3.321 0.080
H 0.562 -1.605 2.644 0.068
C 2.283 -1.205 0.804 -0.210
H 2.518 1.798 -2.636 0.114
H 0.163 1.393 -1.865 0.041
H 2.621 -0.290 1.294 0.103
C 0.781 -1.164 0.538 -0.275
C -0.749 1.769 2.437 -0.215
H 2.491 -2.030 1.489 0.114
H 0.583 -1.925 -0.221 0.107
C 0.437 1.385 -2.920 -0.074
Sn -4.141 -0.210 3.217 1.459
H 4.124 -1.603 -0.200 0.114
C 3.093 -1.383 -0.478 -0.165
H 2.692 -2.194 -1.083 0.119
```

The HOMO-LUMO gap comes out at 0.1915 Eh. The largest force on an atom comes out at 2.2 eV Å⁻¹. The LUMO energy comes out at -5.861 eV. The energy is -32580.768 eV. Its net charge is +1.